(1)
{"formula": "C10H10N2", "method": "the ωB97M-V functional and the def2-TZVPD basis", "symbols": ["C", "C", "C", "N", "C", "C", "H", "H", "H", "H", "H", "C", "C", "C", "N", "C", "C", "H", "H", "H", "H", "H"], "coordinates": [[-1.156, -0.343, -1.591], [-0.721, -1.431, -2.372], [-1.598, -2.419, -2.819], [-2.925, -2.478, -2.474], [-3.324, -1.503, -1.638], [-2.522, -0.439, -1.216], [-0.527, 0.505, -1.288], [0.307, -1.461, -2.756], [-1.292, -3.165, -3.564], [-4.378, -1.586, -1.344], [-2.899, 0.413, -0.635], [2.522, 1.581, 2.977], [2.708, 2.286, 1.777], [1.941, 1.873, 0.655], [1.054, 0.823, 0.665], [0.916, 0.210, 1.810], [1.589, 0.518, 2.988], [3.125, 1.730, 3.882], [3.414, 3.115, 1.635], [2.008, 2.466, -0.267], [0.185, -0.599, 1.675], [1.573, -0.095, 3.899]], "total_charge": 0, "e_above_lowest_kcal_mol": 38.7, "energy_ha": -496.53542, "orbital_gap_ev": 10.176, "smiles": "c1ccncc1.c1ccncc1", "mol_weight_da": 158.2, "homo_energy_ev": -9.405}


(2)
{"formula": "C3H6ClN3", "method": "the ωB97M-V functional and the def2-TZVPD basis", "symbols": ["C", "C", "C", "N", "N", "N", "Cl", "H", "H", "H", "H", "H", "H"], "coordinates": [[-0.713, 0.190, 0.933], [1.318, -0.361, -0.348], [-1.513, -0.695, 0.026], [-0.411, 1.438, 0.628], [0.393, 1.840, -0.215], [1.247, 0.929, -0.777], [2.877, -0.905, 0.210], [-0.866, 0.019, 1.993], [0.764, -1.127, -0.864], [-2.567, -0.625, 0.309], [-1.214, -1.737, 0.135], [-1.419, -0.389, -1.014], [2.104, 1.422, -1.015]], "total_charge": 0, "e_above_lowest_kcal_mol": 84.2, "energy_ha": -742.22894, "orbital_gap_ev": [8.444, 8.442], "mol_weight_da": 119.6, "homo_energy_ev": [-8.020, -8.019]}


(3)
{"formula": "C2H4NP", "method": "the ωB97M-V functional and the def2-TZVPD basis", "symbols": ["H", "N", "C", "P", "C", "H", "H", "H"], "coordinates": [[-2.318, -1.056, 0.126], [-1.900, -0.089, 0.255], [-0.890, 0.032, -0.400], [0.339, 1.488, -0.249], [1.527, 0.382, 0.174], [-0.491, -0.731, -0.944], [2.414, 0.611, 0.707], [1.318, -0.638, 0.330]], "total_charge": 0, "e_above_lowest_kcal_mol": 32.2, "energy_ha": -474.62239, "orbital_gap_ev": 9.311, "smiles": "[H]/N=C/P=C", "mol_weight_da": 73.0, "homo_energy_ev": -9.362}


(4)
{"formula": "CH2S3", "method": "the ωB97M-V functional and the def2-TZVPD basis", "symbols": ["C", "H", "H", "S", "S", "S"], "coordinates": [[-0.245, 0.045, 0.776], [0.648, -1.180, -1.031], [0.591, 1.011, -1.638], [0.246, -1.591, 0.219], [-0.439, 1.333, -0.441], [-0.800, 0.381, 2.115]], "total_charge": 0, "e_above_lowest_kcal_mol": 34.8, "energy_ha": -1233.79693, "orbital_gap_ev": 8.837, "mol_weight_da": 110.2, "homo_energy_ev": -9.159}